Run w
# C5H14

2 unconnected molecules or ions with the total composition C5H14 (ωB97M-V/def2-TZVPD, OMol25).

Summary:
Orbital gap, eV: 12.0
LUMO energy, eV: 1.108
Structure (SMILES): CCC.CC
E_HOMO, eV: -10.939

The geometry in XYZ format:
```
19
Properties=species:S:1:pos:R:3:mulliken_charge:R:1
C 0.021 -1.296 1.089 -1.44
H -2.200 -1.301 -1.562 0.30
H -1.330 0.091 0.333 0.11
H 0.533 2.977 -1.294 0.29
H 0.354 -2.366 1.299 0.37
C 1.537 1.266 -0.311 -0.76
H -0.497 -1.980 -1.192 0.26
H 2.582 0.993 -0.470 0.50
C -1.368 -1.033 0.494 0.11
H -2.094 -1.199 1.264 0.35
H 1.987 3.334 -0.692 0.31
C -1.567 -1.781 -0.801 -1.10
H 0.539 3.118 0.436 0.33
H 0.935 -0.977 0.602 0.34
C 1.108 2.749 -0.414 -1.08
H 0.106 -0.734 2.057 0.38
H 1.273 0.786 0.636 0.01
H 1.258 0.659 -1.154 0.41
H -1.826 -2.830 -0.605 0.32
```

=====

Run x
# C5H14

2 unconnected molecules or ions with the total composition C5H14 (ωB97M-V/def2-TZVPD, OMol25).

Summary:
Orbital gap, eV: 12.2
LUMO energy, eV: 1.069
Structure (SMILES): CCC.CC
E_HOMO, eV: -11.148

The geometry in XYZ format:
```
19
Properties=species:S:1:pos:R:3:mulliken_charge:R:1
H -0.894 -1.850 2.183 0.29
H -1.784 0.344 -3.136 0.29
H 1.271 0.912 -3.095 0.25
C 0.111 -1.742 2.591 -0.99
C -0.729 0.297 -3.417 -0.87
H 1.500 -0.572 1.423 0.24
H 0.333 1.020 -1.695 0.04
H 0.693 -2.593 2.250 0.30
C 0.730 -0.384 2.184 -0.15
H 1.329 -0.020 3.021 0.28
H 0.170 2.275 -2.992 0.30
H 0.032 -1.820 3.675 0.27
H -0.881 1.015 2.460 0.35
H -0.401 -0.730 -3.221 0.25
H 0.113 1.471 1.156 0.31
H -1.051 0.152 0.979 0.33
C 0.276 1.219 -2.770 -0.56
C -0.295 0.581 1.636 -1.22
H -0.725 0.412 -4.506 0.29
```

=====

Run y
# C5H14

2 unconnected molecules or ions with the total composition C5H14 (ωB97M-V/def2-TZVPD, OMol25).

Summary:
Orbital gap, eV: 11.9
LUMO energy, eV: 1.152
Structure (SMILES): CCC.CC
E_HOMO, eV: -10.780

The geometry in XYZ format:
```
19
Properties=species:S:1:pos:R:3:mulliken_charge:R:1
H 1.898 -2.055 -1.916 0.34
C -0.839 2.557 0.832 -0.96
C 1.789 -1.567 -0.986 -0.84
C 1.530 -2.480 0.193 -0.78
H -2.489 1.807 -0.531 0.36
H 2.357 -2.445 0.867 0.27
H 1.104 -0.758 -1.232 0.20
H 1.286 -3.513 -0.120 0.30
H 2.654 -0.965 -0.786 0.30
H -0.137 1.958 1.380 0.30
C -1.467 1.561 -0.173 -0.20
C -1.192 0.114 0.178 -1.35
H -1.314 -0.598 -0.634 0.41
H -1.979 -0.197 0.888 0.39
H 0.527 -2.293 0.586 0.23
H -0.261 3.316 0.299 0.27
H -0.267 -0.219 0.603 0.29
H -1.586 3.102 1.391 0.27
H -0.936 1.748 -1.120 0.20
```

=====

Run z
# C5H14

2 unconnected molecules or ions with the total composition C5H14 (ωB97M-V/def2-TZVPD, OMol25).

Summary:
Orbital gap, eV: 12.2
LUMO energy, eV: 1.104
Structure (SMILES): CCC.CC
E_HOMO, eV: -11.051

The geometry in XYZ format:
```
19
Properties=species:S:1:pos:R:3:mulliken_charge:R:1
C -0.671 0.817 2.206 -0.23
H -0.201 -1.500 -2.024 0.20
H 0.589 -0.300 -3.374 0.31
H -0.875 2.127 0.284 0.32
H -0.109 -0.570 0.656 0.01
H -1.840 -0.689 1.004 0.35
C -0.864 -0.478 1.432 -0.79
H 1.969 0.084 -1.595 0.26
H 0.398 0.987 2.377 0.25
H 2.793 -1.267 -2.189 0.34
H -2.261 2.063 1.258 0.33
H -0.905 2.891 1.844 0.31
H 0.634 -2.061 -3.283 0.28
H -1.083 0.906 3.210 0.30
H 1.891 -1.543 -0.827 0.28
H -0.695 -1.314 2.149 0.30
C 1.820 -0.976 -1.765 -0.92
C -1.185 1.957 1.319 -1.16
C 0.595 -1.135 -2.683 -0.76
```

=====

The least stable of them is run w.

=====

Run w
# C5H14

2 unconnected molecules or ions with the total composition C5H14 (ωB97M-V/def2-TZVPD, OMol25).

Summary:
Orbital gap, eV: 12.4
LUMO energy, eV: 1.084
Structure (SMILES): CCC.CC
E_HOMO, eV: -11.350

The geometry in XYZ format:
```
19
Properties=species:S:1:pos:R:3:mulliken_charge:R:1
H -0.871 2.420 0.470 0.23
C -1.476 -1.378 -1.183 -1.25
H 1.046 -3.177 -0.752 0.27
H 1.955 -1.738 -1.217 0.33
H -1.668 -2.239 -1.839 0.37
H 0.665 -2.418 -2.255 0.34
H -0.120 3.819 1.243 0.33
H 0.168 -0.335 -0.376 -0.13
H -2.311 -1.464 -0.478 0.31
H 0.252 2.120 2.938 0.32
H -0.241 -1.791 0.491 0.33
C -0.099 -1.385 -0.504 0.30
H 0.724 2.898 -0.013 0.26
C 0.066 2.814 0.859 -0.82
C 0.965 -2.199 -1.237 -1.19
H 1.674 1.850 2.015 0.26
C 0.591 1.871 1.937 -0.68
H -1.658 -0.506 -1.805 0.31
H 0.338 0.838 1.708 0.12
```

=====

Run x
# C5H14

2 unconnected molecules or ions with the total composition C5H14 (ωB97M-V/def2-TZVPD, OMol25).

Summary:
Orbital gap, eV: 12.5
LUMO energy, eV: 1.132
Structure (SMILES): CCC.CC
E_HOMO, eV: -11.366

The geometry in XYZ format:
```
19
Properties=species:S:1:pos:R:3:mulliken_charge:R:1
C -0.440 -2.368 -1.328 -0.46
H 0.277 -3.172 -1.494 0.30
H 1.401 -0.113 1.656 0.27
H -1.170 -2.815 -0.652 0.27
C -1.020 -1.719 -2.597 -0.84
H 1.828 0.847 3.054 0.33
H 0.087 -1.600 -0.766 -0.06
C 0.844 1.949 1.363 -0.22
H -1.227 1.356 1.151 0.31
H 1.647 2.117 0.633 0.23
H -0.568 -2.145 -3.498 0.26
H -2.068 -1.868 -2.859 0.30
C -0.396 1.647 0.505 -0.96
H 0.180 0.549 2.849 0.31
H 0.850 2.881 1.925 0.33
C 1.080 0.724 2.259 -1.08
H -0.776 2.540 -0.006 0.34
H -0.719 -0.676 -2.573 0.25
H -0.216 0.913 -0.267 0.14
```

=====

The least stable of them is run x.

=====

Run w
# C5H14

2 unconnected molecules or ions with the total composition C5H14 (ωB97M-V/def2-TZVPD, OMol25).

Summary:
Orbital gap, eV: 11.8
LUMO energy, eV: 1.059
Structure (SMILES): CCC.CC
E_HOMO, eV: -10.757

The geometry in XYZ format:
```
19
Properties=species:S:1:pos:R:3:mulliken_charge:R:1
H -2.034 -1.724 -0.090 0.23
H -1.932 -1.280 -1.594 0.22
H -1.907 0.749 0.620 0.17
H 2.648 -1.759 0.004 0.28
C -2.638 0.472 -0.195 -0.73
H 1.050 1.749 -0.754 0.33
C 2.383 -0.956 0.696 -1.05
C -2.644 -0.963 -0.631 -0.72
H 2.186 -1.391 1.690 0.28
H 1.756 2.036 0.800 0.33
C 1.410 0.018 0.230 0.24
H -2.428 1.205 -1.020 0.23
C 1.826 1.451 -0.088 -1.22
H 2.851 1.478 -0.569 0.36
H 3.356 -0.319 0.969 0.23
H 0.525 0.131 0.902 0.10
H -3.663 0.759 0.198 0.31
H 0.938 -0.494 -0.678 0.12
H -3.682 -1.163 -0.492 0.28
```

=====

Run x
# C5H14

2 unconnected molecules or ions with the total composition C5H14 (ωB97M-V/def2-TZVPD, OMol25).

Summary:
Orbital gap, eV: 12.4
LUMO energy, eV: 1.133
Structure (SMILES): CCC.CC
E_HOMO, eV: -11.281

The geometry in XYZ format:
```
19
Properties=species:S:1:pos:R:3:mulliken_charge:R:1
H -2.195 -0.600 0.907 0.25
H -3.562 0.860 -0.547 0.27
H 1.811 -1.210 0.252 0.28
H -1.989 0.669 -1.316 0.20
H 1.228 -0.035 2.172 0.26
H 0.452 0.174 -1.037 -0.01
C 2.190 -0.186 0.232 -0.23
H -3.429 -1.586 0.164 0.34
H -3.410 -0.203 -1.928 0.27
H 1.208 1.644 -0.442 0.33
H -1.778 -1.635 -0.429 0.26
C 2.103 0.374 1.664 -1.05
H 1.894 0.694 -1.765 0.33
H 1.912 1.447 1.637 0.30
C -2.899 0.139 -1.030 -0.72
C 1.403 0.648 -0.797 -0.82
C -2.557 -0.973 -0.048 -0.84
H 3.213 -0.279 -0.120 0.30
H 3.023 0.174 2.206 0.30
```

=====

The least stable of them is run w.

=====

Run w
# C5H14

2 unconnected molecules or ions with the total composition C5H14 (ωB97M-V/def2-TZVPD, OMol25).

Summary:
Orbital gap, eV: 12.4
LUMO energy, eV: 1.133
Structure (SMILES): CCC.CC
E_HOMO, eV: -11.237

The geometry in XYZ format:
```
19
Properties=species:S:1:pos:R:3:mulliken_charge:R:1
H -0.977 1.779 1.091 0.30
H -1.927 2.487 -1.216 0.34
C 0.127 1.910 -1.401 -1.04
H -0.048 -2.857 1.026 0.26
H 2.324 -2.825 0.104 0.29
H 1.123 -1.585 -0.324 0.21
C 0.865 -2.551 1.514 -1.05
H -2.579 1.242 0.664 0.35
C 1.730 -1.970 0.439 -0.71
H -1.256 0.105 0.552 0.13
H 1.418 -3.385 1.908 0.35
H -1.729 0.989 -1.850 0.28
H 0.653 2.501 -0.581 0.27
C -1.546 1.181 0.383 -0.96
H 0.583 -1.938 2.210 0.38
H 0.761 1.048 -1.481 0.26
H 0.138 2.527 -2.293 0.32
H 2.450 -1.330 0.926 0.27
C -1.331 1.637 -1.059 -0.24
```

=====

Run x
# C5H14

2 unconnected molecules or ions with the total composition C5H14 (ωB97M-V/def2-TZVPD, OMol25).

Summary:
Orbital gap, eV: 12.5
LUMO energy, eV: 1.144
Structure (SMILES): CCC.CC
E_HOMO, eV: -11.393

The geometry in XYZ format:
```
19
Properties=species:S:1:pos:R:3:mulliken_charge:R:1
H -2.487 -1.728 0.319 0.25
H -1.438 -2.244 -1.636 0.26
H 3.047 1.180 1.170 0.29
H 0.932 0.796 -0.740 0.14
H -1.164 -0.628 -2.163 0.23
H 1.997 -0.785 1.308 0.43
C -2.272 -0.827 -0.250 -0.61
H -1.448 -0.309 0.228 0.00
C -1.913 -1.262 -1.685 -0.81
C 2.368 1.766 0.544 -1.03
H 2.871 2.031 -0.383 0.29
H 2.207 2.694 1.086 0.26
H -2.831 -1.302 -2.264 0.31
C 1.012 -0.349 1.102 -1.21
H -3.160 -0.196 -0.180 0.36
H 0.221 1.590 0.648 0.30
H 0.569 -1.180 0.552 0.27
H 0.434 -0.213 2.019 0.28
C 1.056 0.967 0.326 -0.01
```

=====

The least stable of them is run w.

=====

Run w
# C5H14

2 unconnected molecules or ions with the total composition C5H14 (ωB97M-V/def2-TZVPD, OMol25).

Summary:
Orbital gap, eV: 12.4
LUMO energy, eV: 1.144
Structure (SMILES): CCC.CC
E_HOMO, eV: -11.233

The geometry in XYZ format:
```
19
Properties=species:S:1:pos:R:3:mulliken_charge:R:1
C 2.134 1.008 0.261 -0.83
C -1.728 -0.547 -1.279 -0.20
H -1.295 -0.103 -2.173 0.30
H 1.159 1.430 -0.023 0.19
C -0.734 -1.496 -0.641 -0.99
H -1.142 -1.955 0.265 0.36
H -2.562 -1.129 -1.675 0.30
H -1.995 1.518 -0.487 0.26
H 2.836 -0.457 1.683 0.24
C -2.297 0.486 -0.283 -1.03
H -0.424 -2.272 -1.348 0.34
H 2.852 1.814 0.138 0.33
H 1.235 0.041 2.037 0.26
H -3.385 0.504 -0.310 0.33
C 2.182 0.421 1.671 -0.78
H 0.176 -0.960 -0.353 0.05
H 2.311 0.286 -0.546 0.28
H 2.616 1.155 2.345 0.32
H -1.938 0.256 0.716 0.27
```

=====

Run x
# C5H14

2 unconnected molecules or ions with the total composition C5H14 (ωB97M-V/def2-TZVPD, OMol25).

Summary:
Orbital gap, eV: 11.8
LUMO energy, eV: 1.145
Structure (SMILES): CCC.CC
E_HOMO, eV: -10.665

The geometry in XYZ format:
```
19
Properties=species:S:1:pos:R:3:mulliken_charge:R:1
H -1.391 0.833 1.699 0.21
H 0.413 2.862 0.507 0.22
C 0.501 -1.543 -0.285 -0.06
H -1.517 1.740 0.302 0.18
C 1.533 -1.276 -1.534 -1.05
H 0.695 -2.454 0.210 0.39
C -0.991 -1.350 -0.773 -1.06
H 1.621 -2.373 -2.095 0.27
C 0.219 1.888 1.269 -0.89
H 0.803 2.317 2.073 0.35
H 2.470 -1.019 -1.123 0.36
C -1.246 1.751 1.390 -0.64
H 0.811 1.234 0.702 0.25
H -1.707 -1.055 0.045 0.25
H 0.703 -0.738 0.570 -0.02
H 1.063 -0.541 -2.228 0.29
H -1.548 2.567 2.022 0.34
H -1.394 -2.260 -1.140 0.36
H -1.037 -0.583 -1.614 0.24
```

=====

Run y
# C5H14

2 unconnected molecules or ions with the total composition C5H14 (ωB97M-V/def2-TZVPD, OMol25).

Summary:
Orbital gap, eV: 12.2
LUMO energy, eV: 1.104
Structure (SMILES): CCC.CC
E_HOMO, eV: -11.062

The geometry in XYZ format:
```
19
Properties=species:S:1:pos:R:3:mulliken_charge:R:1
C 0.004 -1.410 -1.614 -0.49
H 0.694 2.317 0.499 0.27
C -0.120 1.668 0.807 -0.75
C 1.019 -0.300 1.878 -0.98
H 0.842 1.841 2.759 0.47
H 1.729 -0.303 1.048 0.28
H 1.701 -0.716 2.629 0.33
H -1.010 2.240 0.930 0.35
C -1.094 -0.810 -2.551 -1.00
H -2.156 -1.070 -2.381 0.28
C 0.387 1.121 2.160 -0.47
H 0.115 -0.864 1.738 0.23
H 0.099 -2.428 -2.030 0.39
H -0.429 -1.402 -0.586 -0.01
H -0.224 0.986 -0.041 0.04
H 0.828 -0.688 -1.659 0.19
H -0.955 -1.327 -3.501 0.35
H -1.004 0.234 -2.963 0.29
H -0.425 0.910 2.877 0.24
```

=====

The least stable of them is run x.